Entry 1:
{
  "formula": "C7H18CoNO8P2Se2",
  "method": "ωB97M-V with the def2-TZVPD basis set",
  "lumo_energy_ha": [-0.0222, -0.0217],
  "mol_weight_g_mol": 523.02,
  "e_above_lowest_kj_mol": 7.85,
  "fmax_ev_per_a": 0.222,
  "elements": ["Co", "O", "C", "C", "C", "O", "C", "Se", "C", "Se", "H", "H", "H", "H", "H", "H", "H", "H", "H", "H", "N", "C", "C", "P", "O", "O", "O", "P", "O", "O", "O", "H", "H", "H", "H", "H", "H", "H", "H"],
  "xyz": [[-0.649, 0.058, -0.621], [-1.468, -1.295, 0.511], [-0.882, -2.582, 0.798], [-0.241, -3.191, -0.444], [-0.220, -4.711, -0.177], [0.581, -5.443, -1.081], [1.201, -2.706, -0.633], [1.473, -0.790, -0.345], [-1.102, -2.921, -1.687], [-0.840, -1.163, -2.505], [-1.544, -0.773, 1.327], [-1.693, -3.221, 1.157], [-0.132, -2.465, 1.583], [-1.251, -5.088, -0.167], [0.210, -4.896, 0.811], [0.157, -5.452, -1.944], [1.548, -2.958, -1.632], [1.849, -3.202, 0.091], [-2.156, -3.053, -1.439], [-0.846, -3.638, -2.469], [0.408, 4.692, 0.631], [0.569, 3.208, 0.364], [2.046, 2.881, 0.215], [-0.349, 2.334, 1.702], [0.760, 1.677, 2.659], [-1.120, 3.386, 2.414], [-1.069, 1.191, 1.011], [-0.310, 3.008, -1.261], [-1.839, 3.311, -0.870], [0.187, 4.134, -2.078], [-0.131, 1.565, -1.676], [-0.457, 4.804, 1.184], [0.355, 5.152, -0.295], [1.188, 5.065, 1.168], [2.591, 3.098, 1.136], [2.476, 3.444, -0.616], [2.175, 1.823, 0.000], [0.763, 2.116, 3.518], [-2.238, 2.603, -0.343]],
  "forces_ev_per_angstrom": [[0.14, -0.14, -0.10], [0.03, 0.04, -0.03], [0.01, -0.01, 0.00], [0.00, 0.00, -0.01], [0.00, 0.00, 0.00], [0.00, 0.00, 0.00], [0.00, 0.00, -0.01], [-0.14, 0.09, 0.04], [-0.01, 0.00, 0.01], [-0.02, 0.06, 0.08], [0.00, 0.00, 0.00], [0.00, 0.00, 0.00], [0.00, 0.00, 0.00], [0.00, 0.00, 0.00], [0.00, 0.00, 0.00], [0.00, 0.00, 0.00], [-0.01, 0.00, -0.01], [0.00, 0.00, 0.00], [0.00, 0.00, 0.00], [0.00, 0.00, 0.00], [0.00, 0.00, 0.00], [0.00, 0.00, 0.00], [0.00, 0.00, 0.00], [0.02, 0.01, 0.01], [-0.01, 0.00, 0.00], [0.00, 0.00, 0.00], [0.01, -0.02, -0.02], [0.00, 0.02, 0.01], [0.00, 0.00, 0.00], [0.00, -0.01, 0.00], [-0.01, -0.04, 0.01], [0.00, 0.00, 0.00], [0.00, 0.00, 0.00], [0.00, 0.00, 0.00], [0.00, 0.00, 0.00], [0.00, 0.00, 0.00], [0.00, 0.00, 0.00], [0.00, 0.00, 0.00], [0.00, 0.00, 0.00]],
  "nbo_charge": [0.90, -0.70, -0.07, -0.14, -0.05, -0.71, -0.57, -0.02, -0.59, -0.01, 0.53, 0.19, 0.20, 0.17, 0.18, 0.47, 0.23, 0.22, 0.22, 0.21, -0.71, -0.66, -0.64, 2.40, -0.99, -1.15, -1.22, 2.41, -1.00, -1.12, -1.10, 0.48, 0.47, 0.42, 0.21, 0.24, 0.26, 0.51, 0.52]
}

---

Entry 2:
{
  "formula": "C6H8",
  "method": "ωB97M-V with the def2-TZVPD basis set",
  "lumo_energy_ha": 0.0293,
  "mol_weight_g_mol": 80.13,
  "e_above_lowest_kj_mol": 404.79,
  "fmax_ev_per_a": 0.977,
  "elements": ["C", "C", "C", "C", "C", "C", "H", "H", "H", "H", "H", "H", "H", "H"],
  "xyz": [[1.361, -0.536, 0.872], [0.385, 0.287, 0.064], [-0.135, -0.248, -1.280], [-1.423, 0.416, -0.885], [-2.223, -0.047, 0.180], [-1.014, 0.242, 0.825], [0.915, -1.521, 1.030], [1.482, -0.053, 1.848], [2.345, -0.652, 0.411], [0.789, 1.299, -0.134], [-0.181, -1.341, -1.290], [0.288, 0.127, -2.217], [-1.566, 1.422, -1.288], [-1.025, 0.605, 1.863]],
  "forces_ev_per_angstrom": [[0.12, -0.14, 0.13], [0.15, -0.16, 0.30], [-0.20, 0.02, 0.05], [-0.64, 0.09, -0.73], [0.86, 0.47, -0.04], [0.40, 0.12, 0.29], [0.21, 0.00, 0.06], [0.09, -0.15, -0.07], [-0.08, 0.06, -0.03], [-0.39, -0.27, 0.38], [-0.17, 0.23, 0.01], [0.14, 0.04, 0.43], [-0.50, -0.23, -0.38], [0.01, -0.08, -0.39]],
  "nbo_charge": [-0.60, -0.24, -0.46, 0.00, -0.13, -0.30, 0.21, 0.21, 0.21, 0.21, 0.23, 0.22, 0.20, 0.23]
}

---

Entry 3:
{
  "formula": "C22H51N3O13",
  "method": "ωB97M-V with the def2-TZVPD basis set",
  "lumo_energy_ha": 0.0874,
  "mol_weight_g_mol": 565.66,
  "total_charge": -2,
  "e_above_lowest_kj_mol": 0.00,
  "fmax_ev_per_a": 2.015,
  "elements": ["C", "C", "C", "O", "C", "N", "H", "H", "H", "H", "H", "H", "H", "H", "H", "H", "H", "H", "C", "C", "C", "O", "C", "N", "H", "H", "H", "H", "H", "H", "H", "H", "H", "H", "H", "H", "C", "C", "C", "O", "C", "N", "H", "H", "H", "H", "H", "H", "H", "H", "H", "H", "H", "H", "C", "C", "O", "O", "H", "H", "H", "C", "C", "O", "O", "H", "H", "H", "C", "C", "O", "O", "H", "H", "H", "C", "C", "O", "O", "H", "H", "H", "C", "C", "O", "O", "H", "H", "H"],
  "xyz": [[4.120, 0.630, -2.851], [2.938, 1.555, -2.613], [3.269, 2.666, -1.628], [2.074, 3.270, -1.207], [2.271, 4.134, -0.109], [2.435, 2.091, -3.917], [1.536, 2.598, -3.857], [3.137, 2.686, -4.353], [2.237, 1.309, -4.558], [4.995, 1.236, -3.107], [3.936, -0.144, -3.592], [4.342, 0.114, -1.916], [2.088, 0.983, -2.236], [4.010, 3.373, -2.033], [3.727, 2.188, -0.752], [1.295, 4.280, 0.352], [2.778, 5.065, -0.374], [2.860, 3.611, 0.661], [-1.459, -1.141, -0.527], [-1.292, 0.352, -0.688], [0.004, 0.887, -0.085], [1.086, 0.186, -0.666], [2.156, 0.020, 0.219], [-1.273, 0.664, -2.173], [-1.198, 1.666, -2.392], [-0.487, 0.183, -2.639], [-2.118, 0.304, -2.635], [-1.580, -1.435, 0.513], [-0.636, -1.666, -1.020], [-2.331, -1.566, -1.031], [-2.095, 0.998, -0.329], [-0.123, 0.645, 0.979], [0.016, 1.978, -0.168], [3.021, -0.381, -0.317], [1.928, -0.770, 0.950], [2.451, 0.909, 0.788], [-1.403, -1.644, 3.763], [-0.393, -2.613, 4.322], [0.947, -2.017, 4.668], [1.509, -1.381, 3.547], [2.752, -0.780, 3.904], [-0.945, -3.313, 5.545], [-1.874, -3.656, 5.284], [-0.302, -4.025, 5.886], [-1.217, -2.649, 6.276], [-1.002, -1.152, 2.879], [-1.591, -0.812, 4.452], [-2.341, -2.132, 3.503], [-0.317, -3.425, 3.598], [1.634, -2.841, 4.922], [0.829, -1.344, 5.532], [3.537, -1.525, 4.030], [2.634, -0.172, 4.807], [2.921, -0.061, 3.104], [-1.906, 2.185, 3.711], [-2.768, 1.801, 2.492], [-2.740, 0.570, 2.185], [-3.494, 2.650, 1.958], [-2.274, 1.673, 4.605], [-1.950, 3.264, 3.891], [-0.833, 1.969, 3.646], [1.783, -2.309, -3.020], [0.905, -1.517, -4.030], [0.877, -0.265, -3.783], [0.359, -2.100, -4.966], [1.600, -3.381, -2.995], [1.563, -1.904, -2.027], [2.839, -2.072, -3.173], [-0.444, 5.193, -2.758], [-1.107, 3.943, -3.354], [-2.339, 3.966, -3.362], [-0.358, 2.979, -3.710], [-0.341, 5.038, -1.681], [-1.088, 6.066, -2.870], [0.517, 5.483, -3.195], [-0.830, -4.319, 1.207], [-0.251, -5.579, 1.853], [-0.848, -6.660, 1.688], [0.765, -5.422, 2.606], [-1.070, -4.589, 0.177], [-0.143, -3.477, 1.289], [-1.778, -3.976, 1.634], [-5.678, -1.474, -3.150], [-5.775, -0.368, -2.083], [-6.843, -0.335, -1.427], [-4.729, 0.274, -1.804], [-4.673, -1.792, -3.426], [-6.183, -1.137, -4.063], [-6.265, -2.312, -2.771]],
  "forces_ev_per_angstrom": [[0.17, 0.45, 0.34], [-0.52, -0.37, -0.03], [-0.34, -0.56, 0.12], [0.32, 0.38, -0.30], [-0.15, -0.79, 0.47], [0.63, -0.13, -0.53], [-1.10, 0.37, 0.49], [-0.10, 0.12, -0.02], [-0.35, -0.26, 0.44], [0.14, -0.23, -0.19], [-0.15, 0.18, -0.15], [0.06, 0.04, -0.05], [0.10, 0.02, 0.02], [-0.12, 0.21, -0.08], [0.23, -0.06, -0.11], [-0.03, 0.45, -0.25], [-0.16, 0.09, -0.08], [0.18, 0.12, -0.07], [-0.36, -0.50, -0.33], [-0.26, 0.95, -1.09], [-1.58, -0.83, 0.53], [0.48, 0.76, 0.34], [0.25, -1.10, 0.43], [-0.13, -0.61, 0.04], [0.03, -0.06, -0.26], [0.38, 0.21, -0.32], [-0.32, 0.31, 0.39], [0.29, 0.16, 0.09], [0.31, 0.07, 0.43], [-0.32, 0.64, 0.01], [-0.29, -0.66, 0.50], [0.34, 0.04, 0.05], [0.58, -0.03, -0.33], [-0.10, 0.29, -0.21], [-0.20, 0.17, 0.11], [-0.15, 0.27, -0.23], [0.10, 0.54, 0.69], [-0.41, -0.15, -1.39], [0.52, -0.78, -0.27], [-0.20, 0.26, 0.78], [-1.01, 0.53, -0.42], [-0.90, 0.96, 0.04], [0.39, -0.80, -0.27], [-0.27, -0.28, -0.02], [0.70, 0.12, 0.13], [-0.15, -0.16, -0.13], [-0.19, -0.03, 0.00], [-0.02, 0.10, -0.13], [0.66, -0.22, -0.02], [-0.08, -0.02, 0.44], [0.14, 0.22, -0.07], [0.13, 0.03, -0.10], [0.08, -0.19, 0.19], [0.56, -0.26, -0.10], [0.36, 0.90, 0.41], [-0.88, -1.17, -0.61], [0.87, 0.03, 0.40], [0.62, 0.63, 0.47], [-0.10, -0.04, -0.04], [-0.23, -0.03, 0.05], [-0.09, -0.40, -0.37], [-0.46, 0.44, 0.44], [0.50, -0.44, -0.04], [0.23, 0.48, -0.12], [0.11, -0.06, 0.14], [0.12, -0.01, -0.30], [-0.06, -0.10, -0.02], [0.02, -0.24, -0.27], [0.16, 0.63, -0.01], [-0.55, 0.62, 0.21], [0.25, -0.26, -0.19], [1.00, -0.33, -0.01], [0.21, -0.06, -0.05], [-0.23, -0.17, -0.03], [0.14, -0.43, 0.11], [-0.05, -0.01, -0.36], [0.05, -0.55, 1.49], [-0.12, 0.26, -0.40], [-0.17, 0.57, 0.02], [0.12, 0.41, -0.12], [0.13, -0.08, -0.35], [-0.06, -0.37, 0.22], [-0.68, 0.07, -0.45], [0.89, -0.34, 1.78], [-0.38, 0.10, -0.73], [0.18, -0.05, -0.87], [0.11, 0.15, 0.19], [0.04, 0.00, -0.02], [0.13, -0.13, -0.09]],
  "lowdin_charge": [-0.03, -0.33, -0.20, -0.18, -0.10, 0.22, 0.11, 0.16, 0.15, 0.08, 0.08, 0.07, 0.11, 0.13, 0.12, 0.09, 0.09, 0.08, -0.02, -0.28, -0.16, -0.20, -0.11, 0.24, 0.12, 0.09, 0.16, 0.07, 0.08, 0.09, 0.15, 0.13, 0.13, 0.08, 0.09, 0.08, -0.03, -0.32, -0.21, -0.17, -0.08, 0.23, 0.17, 0.17, 0.17, 0.08, 0.08, 0.10, 0.11, 0.14, 0.13, 0.09, 0.09, 0.08, -0.07, -0.78, -0.10, -0.04, 0.04, 0.05, 0.04, -0.02, -0.72, -0.13, -0.02, 0.07, 0.04, 0.04, -0.04, -0.76, -0.01, -0.12, 0.06, 0.06, 0.05, -0.06, -0.80, -0.09, -0.15, 0.08, 0.05, 0.07, -0.07, -0.80, -0.12, -0.10, 0.04, 0.05, 0.05]
}

---

Entry 4:
{
  "formula": "C4H8S3",
  "method": "ωB97M-V with the def2-TZVPD basis set",
  "lumo_energy_ha": 0.0158,
  "smiles": "CSC1[C@@H](S)[C@@H]1S",
  "mol_weight_g_mol": 152.31,
  "e_above_lowest_kj_mol": 348.50,
  "fmax_ev_per_a": 4.799,
  "elements": ["C", "S", "C", "C", "S", "C", "S", "H", "H", "H", "H", "H", "H", "H", "H"],
  "xyz": [[2.412, -0.770, 0.224], [1.027, -1.260, -0.822], [-0.155, -0.422, 0.278], [-0.752, 0.980, 0.182], [0.122, 2.407, -0.464], [-1.410, -0.185, -0.413], [-3.170, -0.680, -0.361], [2.522, 0.421, 0.147], [2.438, -1.114, 1.333], [3.217, -1.258, -0.206], [-0.146, -0.843, 1.431], [-1.358, 1.345, 1.047], [0.080, 1.633, -1.872], [-1.073, -0.170, -1.459], [-3.754, -0.084, 0.956]],
  "forces_ev_per_angstrom": [[-0.32, 2.52, 1.56], [-0.27, 1.19, 2.01], [-0.14, -2.26, 4.19], [0.10, 1.01, 1.83], [-0.65, -2.49, -4.05], [-1.64, 0.83, -2.37], [-0.47, 1.05, 2.55], [-0.07, -2.79, 0.34], [-0.73, 0.59, -1.86], [2.03, -0.54, -0.88], [-0.02, 0.85, -3.14], [1.06, -0.68, -0.15], [0.51, 2.22, 2.86], [-1.11, -0.40, -0.21], [1.73, -1.11, -2.69]],
  "nbo_charge": [-0.76, 0.26, -0.37, -0.38, -0.01, -0.38, -0.03, 0.24, 0.22, 0.22, 0.24, 0.24, 0.15, 0.23, 0.15]
}

---

- What is the formula in the second record?
  C6H8